[1]
Below is 9 unconnected molecules or ions with the total composition C20H63N5O9, with properties calculated with the ωB97M-V functional and the def2-TZVPD basis.

Last column: Mulliken charge in e.
Atoms and positions in Å:
C1 -2.92 19.89 4.41  -1.150
C2 -3.47 19.00 3.24  0.332
C3 -4.89 19.43 2.95  0.138
O1 -5.79 18.82 3.84  -0.145
C4 -6.48 17.73 3.29  -0.923
N1 -2.62 19.22 2.07  -0.656
H1 -3.38 19.59 5.36  0.346
H2 -3.04 20.93 4.13  0.056
H3 -1.86 19.68 4.59  0.439
H4 -3.39 17.95 3.53  0.352
H5 -5.08 19.14 1.91  0.397
H6 -4.93 20.53 2.91  -0.530
H7 -7.43 17.63 3.82  0.294
H8 -5.92 16.79 3.35  0.277
H9 -6.81 17.84 2.25  0.398
H10 -1.84 18.58 2.01  0.247
H11 -2.28 20.17 2.00  0.203
C5 -3.99 26.28 4.48  -1.688
C6 -5.18 25.34 4.56  0.980
C7 -5.39 24.56 3.26  0.063
O2 -4.43 23.54 3.10  -0.239
C8 -4.32 23.17 1.75  -0.936
N2 -4.96 24.42 5.70  -0.553
H12 -3.63 26.64 5.44  0.413
H13 -4.28 27.08 3.79  0.388
H14 -3.13 25.75 4.06  0.244
H15 -6.07 25.96 4.69  0.366
H16 -5.41 25.26 2.41  0.627
H17 -6.39 24.12 3.15  -0.340
H18 -5.27 23.21 1.21  0.392
H19 -3.93 22.18 1.50  0.168
H20 -3.64 23.85 1.23  0.355
H21 -5.78 23.83 5.85  -0.233
H22 -4.32 23.72 5.32  0.387
C9 -6.97 21.47 5.19  -0.152
C10 -7.91 22.27 4.30  2.369
C11 -8.74 21.38 3.39  -1.448
O3 -9.73 22.17 2.74  -0.191
C12 -10.49 21.47 1.82  -0.898
N3 -8.74 23.19 5.11  0.004
H23 -7.39 20.50 5.42  0.336
H24 -6.82 22.01 6.12  -0.308
H25 -6.01 21.35 4.70  -0.653
H26 -7.42 22.87 3.52  -1.542
H27 -9.34 20.65 3.96  0.676
H28 -8.12 20.91 2.62  0.496
H29 -11.40 22.00 1.52  0.195
H30 -10.95 20.57 2.24  0.342
H31 -9.98 21.23 0.88  0.387
H32 -8.08 23.70 5.70  -0.251
H33 -9.13 23.91 4.51  0.322
C13 -11.36 24.45 -0.89  -1.490
C14 -11.55 23.04 -1.44  0.836
C15 -13.03 22.65 -1.32  -0.806
O4 -13.82 23.20 -2.35  -0.328
C16 -15.19 22.89 -2.16  -0.795
N4 -11.05 23.02 -2.82  -0.805
H34 -10.36 24.87 -1.05  0.389
H35 -11.63 24.49 0.17  0.309
H36 -12.04 25.11 -1.43  0.386
H37 -10.95 22.35 -0.85  -0.065
H38 -13.42 23.05 -0.37  0.470
H39 -13.03 21.55 -1.29  0.394
H40 -15.75 23.66 -2.70  0.291
H41 -15.48 23.21 -1.14  0.328
H42 -15.40 21.84 -2.30  0.294
H43 -11.52 22.29 -3.35  0.271
H44 -11.43 23.82 -3.31  0.334
C17 -7.06 21.94 10.96  -1.585
C18 -7.72 22.44 9.66  0.623
C19 -7.30 23.85 9.39  -1.081
O5 -7.79 24.19 8.09  0.154
C20 -7.40 25.51 7.71  -0.874
N5 -7.40 21.53 8.57  -0.502
H45 -7.45 20.94 11.18  0.383
H46 -7.15 22.64 11.78  0.386
H47 -6.00 21.75 10.76  0.385
H48 -8.81 22.48 9.85  0.171
H49 -6.20 23.90 9.36  0.448
H50 -7.57 24.59 10.16  0.442
H51 -7.33 25.71 6.65  0.239
H52 -6.39 25.72 8.06  0.371
H53 -8.05 26.21 8.25  0.259
H54 -7.73 21.95 7.71  0.056
H55 -7.84 20.64 8.78  0.266
O6 -11.50 26.56 5.45  -0.644
H56 -11.93 27.13 6.10  0.277
H57 -11.29 25.75 5.95  0.364
O7 -10.62 24.84 7.59  -0.671
H58 -10.62 24.99 8.54  0.296
H59 -9.74 24.47 7.40  0.279
O8 -9.15 25.25 2.93  -0.597
H60 -8.93 24.44 2.45  0.247
H61 -10.03 25.49 2.63  0.268
O9 -11.24 21.58 5.61  -0.671
H62 -11.34 21.64 6.57  0.262
H63 -10.29 21.73 5.46  0.284

Highest occupied orbital energy, eV: -9.1080
Strongest force on any atom, eV Å⁻¹: 2.60
Total charge: 0
SMILES string: COC[C@H](C)N.COC[C@H](C)N.COC[C@H](C)N.COC[C@H](C)N.COC[C@H](C)N.O.O.O.O
E_LUMO, eV: 0.62

***

[2]
Below is a molecular structure, C2H4N4O2, with properties calculated with the ωB97M-V functional and the def2-TZVPD basis.

Last column: Mulliken charge in e.
Atoms and positions in Å:
C1 1.23 -0.24 -0.07  0.548
C2 -0.86 -0.54 0.25  0.619
H1 -1.89 1.82 -0.45  0.370
H2 1.34 1.78 -0.14  0.424
H3 2.93 0.37 -0.08  0.275
H4 -2.01 -1.90 -0.36  0.267
N1 -0.52 0.77 0.66  -0.001
N2 0.91 0.80 0.61  -0.449
N3 2.38 -0.37 -0.47  -0.654
N4 -2.21 -0.81 -0.08  -0.594
O1 -1.04 1.32 -0.67  -0.529
O2 0.23 -1.33 0.04  -0.277

Highest occupied orbital energy, eV: -9.8576
Strongest force on any atom, eV Å⁻¹: 8.51
Total charge: 0
E_LUMO, eV: -0.15

***

[3]
Below is a molecular structure, C21H26N4O5S, with properties calculated with the ωB97M-V functional and the def2-TZVPD basis.

Last column: Mulliken charge in e.
Atoms and positions in Å:
C1 3.32 3.25 1.85  -0.632
H1 3.30 2.54 2.69  0.314
O1 3.62 2.53 0.55  -0.489
C2 2.98 1.56 0.20  0.922
C3 3.35 1.11 -0.94  -0.341
C4 2.97 -0.08 -1.41  -0.763
C5 1.93 -0.61 -0.70  0.379
C6 1.27 -0.07 0.21  -0.697
C7 1.93 1.06 0.74  -0.751
H2 1.52 1.43 1.77  0.054
H3 0.61 -0.61 0.66  0.721
N1 1.19 -1.79 -1.57  0.185
C8 0.48 -1.80 -2.58  0.741
O2 0.29 -3.06 -3.15  -0.810
C9 0.41 -0.56 -3.50  -0.466
H4 1.26 0.18 -2.93  -0.229
H5 0.76 -0.76 -4.30  1.236
C10 -0.91 -0.15 -3.34  -1.460
C11 -1.58 -0.39 -2.10  0.407
O3 -2.03 -1.28 -1.61  -0.510
N2 -1.30 0.79 -1.17  -0.026
C12 -0.40 1.90 -1.15  0.674
N3 -0.53 2.60 -0.15  -0.398
C13 0.27 3.78 -0.26  -1.237
C14 0.54 3.93 -1.81  -0.534
S1 0.24 2.49 -2.50  0.004
H6 1.17 4.84 -1.80  0.355
H7 0.16 4.44 0.35  1.188
H8 -1.47 0.52 -0.08  0.355
H9 -1.54 -0.90 -3.94  0.433
H10 -1.06 0.77 -3.93  0.450
C15 1.19 -2.98 -0.68  -0.770
H11 2.32 -3.26 -0.31  0.220
C16 0.36 -2.95 0.73  0.523
O4 0.89 -3.17 1.80  -0.715
N4 -0.83 -3.04 0.32  -0.047
H12 -1.40 -2.63 -0.59  0.573
C17 -1.65 -2.87 1.68  -2.348
H13 -1.22 -2.83 2.42  1.325
H14 -2.36 -3.63 1.44  0.311
C18 -2.61 -1.54 1.63  0.680
C19 -3.31 -1.30 2.71  -1.022
H15 -4.56 -1.44 2.42  0.246
C20 -3.40 0.30 3.13  -1.382
H16 -3.55 0.46 3.96  0.873
C21 -2.07 0.34 2.72  -0.155
H17 -1.75 1.44 2.53  0.340
H18 -1.37 0.01 3.59  0.267
O5 -1.82 -0.38 1.33  -0.668
H19 -3.91 0.87 2.36  0.255
H20 -3.31 -1.95 3.42  0.652
H21 -3.23 -1.47 0.45  0.153
H22 0.79 -4.03 -1.30  0.375
H23 3.32 -0.66 -2.24  0.508
H24 4.38 1.32 -1.31  0.320
H25 4.11 4.01 1.98  0.265
H26 2.20 3.74 1.71  0.146

Highest occupied orbital energy, eV: -8.1863
Strongest force on any atom, eV Å⁻¹: 19.86
Total charge: 0
E_LUMO, eV: 0.41

***

[4]
Below is a gas-phase ion, C2H4NO2 (charge -1), with properties calculated with the ωB97M-V functional and the def2-TZVPD basis.

Last column: Mulliken charge in e.
Atoms and positions in Å:
C1 -0.92 -0.22 0.59  -0.681
N1 0.47 -0.26 0.30  -0.247
C2 0.96 0.34 -0.97  0.493
O1 2.20 0.26 -1.12  -0.768
O2 0.07 0.79 -1.71  -0.721
H1 -1.34 0.78 0.82  0.212
H2 -1.19 -0.89 1.41  0.289
H3 -1.45 -0.54 -0.31  0.216
H4 1.19 -0.25 0.99  0.206

Highest occupied orbital energy, eV: -3.8027
Strongest force on any atom, eV Å⁻¹: 1.81
Total charge: -1
SMILES string: CNC(=O)[O-]
E_LUMO, eV: 4.41

***

[5]
Below is 4 unconnected molecules or ions with the total composition C3H15NO4, with properties calculated with the ωB97M-V functional and the def2-TZVPD basis.

Last column: Mulliken charge in e.
Atoms and positions in Å:
C1 -0.01 0.57 1.59  -0.274
C2 0.37 -0.81 0.99  0.334
C3 -0.65 -1.66 0.35  -1.266
O1 1.01 -1.50 2.10  -0.559
N1 1.10 1.57 1.42  -0.672
H1 -0.76 0.95 0.90  0.118
H2 -0.52 0.50 2.56  0.409
H3 1.17 -0.65 0.22  0.260
H4 -1.56 -2.07 0.85  0.310
H5 -1.25 -1.23 -0.42  0.249
H6 0.01 -2.44 -0.05  0.281
H7 0.48 -1.42 2.90  0.342
H8 1.92 1.00 1.67  0.261
H9 1.05 2.14 2.28  0.245
H10 -1.03 0.49 -1.46  0.262
H11 -2.05 0.78 -2.37  0.307
O2 -1.67 1.23 -1.60  -0.585
H12 1.83 -2.70 -1.92  0.311
H13 0.99 -2.59 -3.16  0.285
O3 0.90 -2.62 -2.20  -0.591
H14 0.23 3.35 -1.16  0.315
H15 -1.23 3.41 -1.66  0.310
O4 -0.33 3.70 -1.85  -0.654

Highest occupied orbital energy, eV: -9.9994
Strongest force on any atom, eV Å⁻¹: 3.13
Total charge: 0
SMILES string: C[C@H](O)CN.O.O.O
E_LUMO, eV: 0.41

***

[6]
Below is 2 unconnected molecules or ions with the total composition C3H12N2OS, with properties calculated with the ωB97M-V functional and the def2-TZVPD basis.

Last column: Mulliken charge in e.
Atoms and positions in Å:
C1 -0.67 0.10 -0.81  -0.605
C2 -1.13 -0.50 0.54  -0.334
S1 -2.24 0.72 1.32  -0.283
N1 0.36 -0.73 -1.50  -0.298
C3 1.33 0.14 -2.19  -0.391
N2 2.62 0.06 -1.45  -0.423
H1 -0.10 1.11 -0.61  0.291
H2 -1.58 0.34 -1.40  0.326
H3 -1.74 -1.41 0.46  0.347
H4 -0.24 -0.54 1.17  0.152
H5 -1.86 0.59 2.60  0.117
H6 -0.04 -1.42 -2.10  0.229
H7 0.91 1.08 -2.28  0.395
H8 1.57 -0.22 -3.27  0.234
H9 2.79 -0.72 -0.90  0.145
H10 3.26 0.73 -1.67  0.132
H11 1.88 -0.84 1.49  0.326
H12 1.36 0.39 2.34  0.348
O1 1.45 -0.55 2.31  -0.709

Highest occupied orbital energy, eV: -8.8755
Strongest force on any atom, eV Å⁻¹: 4.40
Total charge: 0
SMILES string: NCNCCS.O
E_LUMO, eV: 0.87